[1]
Below is the molecule C3H6Cl2INSi in a non-equilibrium geometry, with properties calculated with ωB97M-V with the def2-TZVPD basis set.

```
14
Properties=species:S:1:pos:R:3:nbo_charge:R:1
C -0.816 0.932 -1.689 -0.6909
C 0.705 0.841 -1.082 0.0436
Cl 1.963 2.024 -1.843 -0.0386
C 1.174 -0.045 0.017 -0.5112
Cl 2.974 0.033 0.589 -0.0238
Si -0.035 -1.263 0.892 1.3159
N -0.840 -0.555 2.360 -1.2413
I 1.202 -3.368 1.525 -0.2137
H -1.404 1.751 -1.050 0.2455
H -0.708 1.345 -2.803 0.2576
H -1.386 -0.095 -1.752 0.2538
H -1.129 -1.735 0.005 -0.1701
H -1.559 0.099 1.968 0.3822
H -0.141 0.035 2.864 0.3909
```

Output
Charge = 0
SMILES = C/C(Cl)=C(/Cl)[Si@H](N)I
Frontier orbital gap = 9.42 eV
Energy = -1680.2230 a.u.
Lowest unoccupied orbital energy = -0.0856 eV



[2]
Below is a 2-piece molecular cluster, C3H6Cl2N2 overall in a non-equilibrium geometry, with properties calculated with ωB97M-V with the def2-TZVPD basis set.

```
13
Properties=species:S:1:pos:R:3:nbo_charge:R:1
C 1.208 -1.319 0.887 -0.6908
C 0.805 -0.158 0.084 0.1420
C -1.960 0.284 -0.750 -0.3910
N 1.589 1.935 -0.649 -0.5159
N 1.243 0.917 -0.113 0.0186
Cl -1.899 1.418 0.574 -0.0038
Cl -2.903 -1.158 -0.211 -0.0659
H 1.844 -1.142 1.660 0.2209
H 0.458 -1.960 1.268 0.2413
H 1.630 -2.110 0.330 0.2449
H -2.380 0.679 -1.571 0.1979
H -0.941 -0.181 -1.160 0.2518
H 1.306 2.798 -0.347 0.3500
```

Output
Charge = 0
Frontier orbital gap = 9.31 eV
Energy = -1147.6546 a.u.
Lowest unoccupied orbital energy = 0.6490 eV
ΔE to the lowest compared entry with this formula, charge and spin = 257.8 kJ/mol



[3]
Below is a 2-piece molecular cluster, C3H6Cl2N2 overall in a non-equilibrium geometry, with properties calculated with ωB97M-V with the def2-TZVPD basis set.

```
13
Properties=species:S:1:pos:R:3:nbo_charge:R:1
C -0.977 0.655 -1.371 -0.7381
C -0.168 -0.375 -0.756 0.2793
C 0.226 0.648 1.759 -0.3891
N 1.579 -1.985 -0.685 -0.3241
N 0.710 -1.173 -0.830 -0.2492
Cl 1.446 -0.443 2.397 -0.0112
Cl -1.076 1.154 2.847 -0.0287
H -1.701 0.238 -2.132 0.2426
H -1.607 1.136 -0.605 0.2473
H -0.299 1.394 -1.889 0.2317
H 0.720 1.465 1.328 0.2051
H -0.188 0.234 0.893 0.1877
H 1.335 -2.948 -0.956 0.3468
```

Output
Charge = 0
Frontier orbital gap (alpha / beta) = 5.95 / 8.27 eV
Energy = -1147.5452 a.u.
<S²> = 2.01
Spin multiplicity = 3
Lowest unoccupied orbital energy (alpha / beta) = 0.9203 / -1.4814 eV
ΔE to the lowest compared entry with this formula, charge and spin = 30.6 kJ/mol



[4]
Below is a 2-piece molecular cluster, C3H6Cl2O2 overall in a non-equilibrium geometry, with properties calculated with ωB97M-V with the def2-TZVPD basis set.

```
13
Properties=species:S:1:pos:R:3:nbo_charge:R:1
C -0.028 1.225 -0.947 -0.7533
C 0.895 -0.806 0.606 0.0254
C -0.018 0.408 0.270 0.7515
O 0.348 -1.941 1.031 -0.6917
O -0.741 0.805 1.319 -0.6726
Cl 1.947 -1.058 -0.873 -0.0966
Cl -1.866 -1.478 -0.771 -0.6478
H -0.802 1.870 -1.016 0.2384
H -0.177 0.527 -1.726 0.3052
H 0.976 1.895 -0.875 0.2809
H 1.634 -0.342 1.480 0.2423
H -0.481 -2.021 0.285 0.4733
H -1.685 0.916 1.216 0.5451
```

Output
Charge = 0
Frontier orbital gap = 7.96 eV
Energy = -1188.6865 a.u.
Lowest unoccupied orbital energy = -1.9111 eV
ΔE to the lowest compared entry with this formula, charge and spin = 280.7 kJ/mol



[5]
Below is C3H6ClFO as an isolated structure in a non-equilibrium geometry, with properties calculated with ωB97M-V with the def2-TZVPD basis set.

```
12
Properties=species:S:1:pos:R:3:nbo_charge:R:1
C 0.834 -1.696 0.430 -0.6980
C -1.320 1.602 -0.075 -0.2586
C 0.602 -0.391 -0.348 0.6105
O -1.111 0.250 -0.115 -0.5824
F 0.786 -0.595 -1.636 -0.3081
Cl 1.587 0.936 0.250 -0.0101
H 0.617 -1.589 1.492 0.2472
H 1.872 -1.992 0.410 0.2407
H 0.412 -2.604 -0.038 0.2451
H -0.801 2.084 -0.902 0.1632
H -1.163 2.215 0.849 0.1563
H -2.314 1.781 -0.318 0.1941
```

Output
Charge = 0
Frontier orbital gap = 10.64 eV
Energy = -753.1216 a.u.
Lowest unoccupied orbital energy = 0.7477 eV
ΔE to the lowest compared entry with this formula, charge and spin = 225.3 kJ/mol



[6]
Below is the molecule C3H6ClFS in a non-equilibrium geometry, with properties calculated with ωB97M-V with the def2-TZVPD basis set.

```
12
Properties=species:S:1:pos:R:3:nbo_charge:R:1
F 0.527 2.102 -0.330 -0.3534
C -0.004 1.086 0.415 0.1620
C 0.989 0.120 0.913 -0.5429
S 1.668 -1.163 -0.279 -0.0582
C -1.069 0.586 -0.538 -0.4033
Cl -1.912 -0.832 0.090 -0.0676
H -0.526 1.489 1.325 0.1761
H 1.850 0.631 1.403 0.2429
H 0.565 -0.443 1.748 0.2450
H 2.306 -0.165 -1.015 0.1359
H -1.874 1.301 -0.742 0.2282
H -0.748 0.277 -1.549 0.2352
```

Output
Charge = 0
SMILES = F[C@H](CS)CCl
Frontier orbital gap = 10.21 eV
Energy = -1076.1376 a.u.
Lowest unoccupied orbital energy = 0.7775 eV
ΔE to the lowest compared entry with this formula, charge and spin = 23.7 kJ/mol



[7]
Below is the molecule C3H6ClN in a non-equilibrium geometry, with properties calculated with ωB97M-V with the def2-TZVPD basis set.

```
11
Properties=species:S:1:pos:R:3:nbo_charge:R:1
C -0.693 1.147 0.547 -0.6033
C -0.233 -0.004 -0.389 -0.0954
C 1.134 -0.433 -0.356 -0.2896
N 0.120 -1.188 0.408 -0.3418
Cl -0.343 -2.769 -0.343 0.0277
H -0.420 2.094 0.142 0.2099
H -0.096 1.016 1.466 0.2162
H -1.734 1.106 0.664 0.2168
H -0.875 -0.212 -1.128 0.2050
H 1.409 -0.920 -1.333 0.2321
H 1.730 0.162 0.322 0.2226
```

Output
Charge = 0
SMILES = C[C@H]1CN1Cl
Frontier orbital gap = 10.52 eV
Energy = -632.7603 a.u.
Lowest unoccupied orbital energy = 0.7890 eV
ΔE to the lowest compared entry with this formula, charge and spin = 174.4 kJ/mol



[8]
Below is a 2-piece molecular cluster, C3H6ClN overall in a non-equilibrium geometry, with properties calculated with ωB97M-V with the def2-TZVPD basis set.

```
11
Properties=species:S:1:pos:R:3:nbo_charge:R:1
C 0.224 0.619 0.153 -0.0278
C 0.697 0.209 -1.233 -0.6604
C -4.244 -0.230 1.269 -0.3961
N -0.591 -0.052 0.805 -0.2056
Cl -4.158 0.178 -0.396 -0.0089
H 0.597 1.585 0.554 0.1953
H 1.077 1.087 -1.795 0.2291
H -0.118 -0.313 -1.601 0.2338
H 1.493 -0.564 -1.025 0.2347
H -4.362 -1.345 1.399 0.1974
H -3.753 0.524 1.996 0.2085
```

Output
Charge = 0
Frontier orbital gap (alpha / beta) = 9.35 / 10.56 eV
Energy = -632.6978 a.u.
<S²> = 2.02
Spin multiplicity = 3
Lowest unoccupied orbital energy (alpha / beta) = 1.0731 / -0.3018 eV
ΔE to the lowest compared entry with this formula, charge and spin = 0.0 kJ/mol



[9]
Below is the molecule C3H6ClN3 in a non-equilibrium geometry, with properties calculated with ωB97M-V with the def2-TZVPD basis set.

```
13
Properties=species:S:1:pos:R:3:nbo_charge:R:1
H -1.715 0.673 -0.198 0.3428
N -1.279 1.337 0.446 -0.6983
C -0.174 0.798 0.815 0.5663
N 0.740 1.704 1.498 -0.8731
N 0.526 -0.430 0.505 -0.6568
C -0.055 -1.444 -0.351 -0.0336
C -0.430 -1.448 -1.736 -0.2474
Cl -0.746 0.084 -2.657 -0.0473
H 0.665 2.785 1.214 0.4231
H 1.864 1.281 1.392 0.3654
H 1.125 -0.681 1.310 0.4088
H 0.346 -2.344 0.077 0.2060
H -0.868 -2.316 -2.315 0.2442
```

Output
Charge = 0
SMILES = [H]/N=C(/N)N/C=C\Cl
Frontier orbital gap = 9.45 eV
Energy = -742.2801 a.u.
Lowest unoccupied orbital energy = 0.5088 eV
ΔE to the lowest compared entry with this formula, charge and spin = 218.1 kJ/mol



[10]
Below is a 2-piece molecular cluster, C3H6ClN3O overall in a non-equilibrium geometry, with properties calculated with ωB97M-V with the def2-TZVPD basis set.

```
14
Properties=species:S:1:pos:R:3:nbo_charge:R:1
C -0.066 -1.013 -0.861 0.2280
C -0.953 1.268 -0.545 -0.0611
C -0.942 2.365 0.066 -0.2270
H 2.471 -2.561 0.191 0.4128
H 0.875 -2.066 1.780 0.3816
H -0.873 -1.165 -1.682 0.2072
H 1.271 -0.362 0.661 0.4885
H -1.714 0.962 -1.202 0.2156
H -0.245 2.639 0.909 0.2505
N 1.524 -1.814 0.523 -0.7708
N 0.558 -2.207 -0.570 -0.3574
N -0.034 0.254 -0.269 -0.1501
O 0.534 0.334 0.983 -0.5782
Cl -2.406 3.367 0.018 -0.0396
```

Output
Charge = 0
Frontier orbital gap = 8.28 eV
Energy = -817.3461 a.u.
Lowest unoccupied orbital energy = 0.0065 eV
ΔE to the lowest compared entry with this formula, charge and spin = 658.5 kJ/mol